ORCA calculation (ωB97M-V/def2-TZVPD) on 3 unconnected molecules or ions with the total composition C12H20N4O3 in a non-equilibrium geometry.

Computed properties:
gap between HOMO and LUMO: 9.25 eV
multiplicity: 1
ΔE to the lowest compared entry with this formula, charge and spin: 999.0 kJ/mol
net charge: 0

Each line ends with the Mulliken charge.
Element x y z (Å)
1 C 1.40 -1.78 0.91  0.26
2 C 0.80 -1.91 -0.52  -0.05
3 C 1.92 -0.49 1.37  -0.54
4 C 2.83 0.17 0.48  0.04
5 C 4.16 0.16 0.08  -0.52
6 C 2.89 1.66 -1.23  -0.39
7 C -1.60 -0.93 -0.05  0.48
8 C -2.94 -1.55 -0.34  -0.14
9 C -1.63 0.47 -0.73  -0.44
10 C -2.38 1.62 0.18  0.78
11 C -2.27 1.51 1.61  -1.28
12 C -2.11 3.04 -0.36  -1.73
13 H 1.96 -3.74 1.64  0.29
14 H 2.58 -3.22 -0.52  0.38
15 H 0.57 -2.27 1.56  0.73
16 H 1.00 0.20 1.66  -0.05
17 H 2.33 -0.67 2.39  0.49
18 H 5.19 -0.45 0.22  0.30
19 H 2.77 2.44 -1.94  0.41
20 H 5.02 1.40 -1.61  0.26
21 H -0.66 -1.89 -1.80  0.27
22 H -1.38 -1.32 1.02  0.47
23 H -2.38 0.14 -1.68  0.48
24 H -0.54 0.95 -1.11  0.04
25 H -3.44 1.58 -0.24  0.12
26 H -2.99 2.00 2.29  0.38
27 H -1.25 1.90 1.75  0.32
28 H -2.26 0.44 2.11  0.24
29 H -2.13 3.30 -1.52  0.26
30 H -2.76 3.53 0.35  0.46
31 H -1.32 3.60 -0.12  0.55
32 H -4.13 -1.61 -1.71  0.33
33 N 2.48 -2.72 0.87  -0.89
34 N 2.03 0.96 -0.37  -0.24
35 N 4.17 1.01 -1.07  -0.12
36 N -0.58 -1.91 -0.84  -0.28
37 O 1.63 -2.13 -1.39  -0.69
38 O -3.81 -1.94 0.39  -0.55
39 O -3.16 -1.53 -1.73  -0.46

---

ORCA calculation (ωB97M-V/def2-TZVPD) on a molecular structure, C12H17CdIN2 in a non-equilibrium geometry.

Computed properties:
gap between HOMO and LUMO (alpha / beta): 6.49 / 4.29 eV
multiplicity: 1
ΔE to the lowest compared entry with this formula, charge and spin: 3.2 kJ/mol
net charge: 0

Each line ends with the Mulliken charge.
Element x y z (Å)
1 C 0.79 -2.13 -2.58  -1.14
2 C 0.54 1.21 -4.36  -1.09
3 H 1.66 -2.15 -1.92  0.51
4 H 1.20 -2.00 -3.59  0.35
5 H 0.35 -3.11 -2.54  0.39
6 H 1.24 2.00 -4.06  0.36
7 H 1.20 0.42 -4.79  0.15
8 H -0.11 1.52 -5.19  0.34
9 Cd -0.13 -0.19 -2.85  0.87
10 C -0.84 2.09 -1.70  -1.13
11 H -0.03 2.81 -1.76  0.38
12 H -1.04 1.87 -0.68  0.33
13 H -1.72 2.56 -2.12  0.37
14 I -2.78 -0.93 -2.98  -0.42
15 N -2.40 0.08 0.80  -0.25
16 C -1.54 0.17 1.83  0.19
17 C -1.90 0.63 3.11  -0.71
18 C -0.99 0.64 4.18  -0.74
19 C 0.31 0.20 3.99  -0.76
20 C 0.76 -0.25 2.76  1.37
21 C 2.06 -0.76 2.63  -0.71
22 C 2.45 -1.20 1.39  -0.79
23 C 1.56 -1.04 0.32  -0.13
24 N 0.30 -0.59 0.44  -0.08
25 C -0.15 -0.23 1.64  0.22
26 H -2.21 -0.38 -0.10  0.03
27 H -3.32 0.46 0.95  0.17
28 H -2.93 0.96 3.23  0.29
29 H -1.35 0.99 5.15  0.35
30 H 0.98 0.20 4.84  0.35
31 H 2.72 -0.83 3.48  0.39
32 H 3.40 -1.65 1.16  0.41
33 H 1.91 -1.34 -0.67  0.12

---

ORCA calculation (ωB97M-V/def2-TZVPD) on a molecular structure, C7H15LiNO5 in a non-equilibrium geometry.

Computed properties:
gap between HOMO and LUMO: 4.33 eV
multiplicity: 1
ΔE to the lowest compared entry with this formula, charge and spin: 53.9 kJ/mol
net charge: -1

Each line ends with the Mulliken charge.
Element x y z (Å)
1 Li 8.64 9.03 17.08  0.77
2 C 10.14 10.52 18.25  0.73
3 O 10.88 11.36 18.87  -0.85
4 O 10.37 10.20 17.01  -0.85
5 O 9.19 9.87 18.86  -0.84
6 C 8.69 9.19 14.13  -0.78
7 O 7.71 8.91 15.12  -0.32
8 C 7.24 7.58 15.08  -0.40
9 C 8.28 6.52 15.54  -0.85
10 N 8.99 6.85 16.78  -0.29
11 C 8.32 6.36 18.00  -0.85
12 C 6.94 6.94 18.29  -0.66
13 O 6.75 8.27 17.92  -0.08
14 C 5.55 8.82 18.43  -0.92
15 H 9.45 8.40 14.08  0.31
16 H 9.18 10.12 14.42  0.28
17 H 8.19 9.29 13.17  0.32
18 H 6.86 7.31 14.08  0.45
19 H 6.32 7.51 15.65  0.17
20 H 9.03 6.48 14.74  0.49
21 H 7.80 5.53 15.56  0.35
22 H 9.89 6.40 16.70  0.24
23 H 9.02 6.71 18.76  0.44
24 H 8.19 5.27 18.03  0.35
25 H 6.78 6.83 19.37  0.48
26 H 6.14 6.32 17.85  0.44
27 H 4.72 8.36 17.87  0.31
28 H 5.62 9.89 18.31  0.25
29 H 5.37 8.52 19.47  0.30

---

ORCA calculation (ωB97M-V/def2-TZVPD) on a molecular structure, C55H32F15GeInN2O2S4Se3Te.

Computed properties:
gap between HOMO and LUMO: 5.78 eV
multiplicity: 1
ΔE to the lowest compared entry with this formula, charge and spin: 358.8 kJ/mol
net charge: 0

Each line ends with the Mulliken charge.
Element x y z (Å)
1 In -0.94 -1.41 0.57  0.98
2 Se 2.85 -1.95 -2.30  0.15
3 Se 4.57 -0.43 -3.08  -0.39
4 Te 3.38 1.50 -1.87  -0.11
5 Se 1.92 -0.35 -0.85  0.12
6 C 3.97 0.77 4.55  -1.67
7 C 2.62 0.97 3.93  1.06
8 C 2.27 2.17 3.33  -1.08
9 C 1.03 2.35 2.74  -0.48
10 C 0.12 1.30 2.74  0.06
11 C 0.45 0.09 3.34  0.24
12 C 1.69 -0.07 3.93  -0.86
13 S -1.52 1.42 1.96  0.47
14 O -2.30 0.30 2.57  -1.34
15 C -1.94 2.88 2.94  -0.15
16 C -1.90 2.59 4.32  -0.82
17 C -2.05 3.57 5.24  -1.35
18 C -2.14 4.92 4.83  0.94
19 C -2.16 5.97 5.77  -1.08
20 C -2.17 7.27 5.37  -0.65
21 C -2.17 7.58 4.00  -0.89
22 C -2.19 6.58 3.06  -0.51
23 C -2.21 5.21 3.45  0.76
24 C -2.22 4.15 2.46  0.89
25 C -2.67 4.63 1.09  0.22
26 C -3.94 5.32 1.12  0.42
27 C -4.83 5.19 2.21  -0.53
28 C -6.02 5.86 2.24  -0.85
29 C -6.40 6.70 1.17  -0.64
30 C -5.57 6.82 0.09  -0.91
31 C -4.34 6.13 0.03  1.08
32 C -3.50 6.24 -1.10  -1.48
33 C -2.39 5.48 -1.18  -0.80
34 C -1.99 4.65 -0.11  0.54
35 S -0.63 3.54 -0.55  1.09
36 O 0.39 4.36 -1.26  -0.79
37 C -1.61 2.76 -1.88  0.24
38 C -1.27 3.08 -3.18  -0.49
39 C -1.97 2.53 -4.24  -0.75
40 C -3.02 1.65 -4.02  1.00
41 C -3.81 1.10 -5.17  -1.59
42 C -3.36 1.35 -2.70  -1.10
43 C -2.67 1.90 -1.63  -0.42
44 H 4.62 1.62 4.37  0.37
45 H 4.45 -0.13 4.15  0.37
46 H 3.88 0.63 5.63  0.34
47 H 2.98 2.99 3.32  0.36
48 H 0.78 3.30 2.31  0.40
49 H -0.27 -0.72 3.36  0.62
50 H 1.94 -1.01 4.41  0.53
51 H -1.76 1.56 4.61  0.44
52 H -2.06 3.34 6.30  0.44
53 H -2.12 5.72 6.83  0.44
54 H -2.15 8.07 6.10  0.41
55 H -2.14 8.61 3.68  0.44
56 H -2.17 6.83 2.02  0.46
57 H -4.59 4.52 3.02  0.44
58 H -6.69 5.74 3.08  0.43
59 H -7.34 7.23 1.21  0.40
60 H -5.86 7.44 -0.75  0.43
61 H -3.78 6.92 -1.90  0.45
62 H -1.76 5.51 -2.06  0.50
63 H -0.45 3.77 -3.36  0.55
64 H -1.68 2.78 -5.25  0.38
65 H -3.18 0.95 -6.04  0.39
66 H -4.60 1.81 -5.45  0.29
67 H -4.29 0.16 -4.90  0.38
68 H -4.18 0.66 -2.50  0.42
69 H -3.01 1.69 -0.63  0.56
70 F -1.21 -6.06 0.98  -0.18
71 C -0.84 -6.77 -0.10  0.34
72 C 0.44 -6.63 -0.60  -0.62
73 C 0.77 -7.42 -1.69  0.30
74 F 2.02 -7.36 -2.18  -0.26
75 C -0.13 -8.28 -2.28  -0.04
76 F 0.21 -9.02 -3.34  -0.30
77 C -1.41 -8.38 -1.76  0.76
78 F -2.30 -9.20 -2.33  -0.30
79 C -1.77 -7.64 -0.65  -0.10
80 F -2.99 -7.76 -0.14  -0.31
81 Ge 1.51 -5.05 0.01  1.72
82 S 0.65 -3.36 -0.95  -0.47
83 C 3.47 -5.27 -0.27  -0.13
84 C 3.95 -5.21 -1.57  -0.33
85 F 3.09 -5.03 -2.57  -0.38
86 C 5.30 -5.29 -1.87  0.15
87 F 5.73 -5.22 -3.13  -0.31
88 C 6.21 -5.44 -0.84  0.69
89 F 7.51 -5.53 -1.11  -0.30
90 C 5.77 -5.46 0.47  0.05
91 F 6.65 -5.58 1.47  -0.29
92 C 4.42 -5.36 0.74  0.83
93 F 4.05 -5.33 2.02  -0.23
94 C 1.27 -5.20 2.01  -1.18
95 C 1.46 -6.43 2.60  0.95
96 F 1.88 -7.46 1.83  -0.40
97 C 1.26 -6.66 3.94  0.26
98 F 1.45 -7.87 4.47  -0.33
99 C 0.86 -5.61 4.75  0.64
100 F 0.63 -5.80 6.05  -0.37
101 C 0.68 -4.35 4.19  0.10
102 F 0.31 -3.33 4.98  -0.46
103 C 0.88 -4.17 2.84  -0.02
104 F 0.67 -2.94 2.35  0.12
105 S -2.94 -3.44 0.92  -0.35
106 C -2.81 -3.48 2.58  0.00
107 N -2.44 -2.46 3.39  0.70
108 C -2.74 -2.78 4.79  -0.54
109 C -2.91 -4.31 4.76  -0.42
110 N -3.06 -4.56 3.33  -0.11
111 H -2.56 -1.50 3.07  -0.09
112 H -3.66 -2.29 5.11  0.43
113 H -1.92 -2.46 5.43  0.28
114 H -3.79 -4.64 5.30  0.39
115 H -2.03 -4.82 5.16  0.07
116 H -3.16 -5.47 2.92  0.28